Entry from the Open Molecules 2025 dataset: a 9-piece molecular cluster, C19H40BBr16ClFNO4S overall (ωB97M-V/def2-TZVPD).

SMILES string ... O=S(=O)(F)N(CCCCl)B(O)O.BrCCBr.BrCCBr.BrCCBr.BrCCBr.BrCCBr.BrCCBr.BrCCBr.BrCCBr
2S+1 ... 1
Total energy ... -43271.135898 Eh
Lowest unoccupied orbital energy ... -0.017 eV
F_max ... 0.68 eV/Å
Kohn-Sham gap ... 9.9 eV

XYZ file:
```
84
Properties=species:S:1:pos:R:3:forces:R:3:mulliken_charge:R:1
O 2.59553 -0.12568 0.83536 0.07 -0.19 0.15 -0.382
S 3.81876 -0.14792 0.11402 0.02 0.21 -0.16 1.175
O 4.08938 -1.19414 -0.80650 -0.07 -0.06 -0.05 -0.576
F 4.99007 -0.21398 1.15230 -0.03 -0.11 -0.03 -0.202
N 4.14426 1.30591 -0.54657 -0.08 0.19 0.54 0.192
C 2.93825 1.86457 -1.23438 0.08 -0.12 -0.38 -0.619
C 1.99409 2.62079 -0.28415 -0.15 0.08 -0.28 -0.317
C 0.50435 2.35698 -0.55021 0.09 -0.05 0.27 -0.230
Cl -0.34092 1.85938 0.94848 -0.05 0.02 -0.09 -0.051
B 4.92162 2.35163 0.16368 0.16 -0.22 0.02 0.343
O 5.47678 3.27744 -0.66537 -0.61 0.08 -0.28 -0.534
O 5.10900 2.37451 1.52403 0.08 0.51 -0.12 -0.487
H 2.41095 1.04743 -1.73289 0.16 0.04 0.13 -0.195
H 3.32192 2.51488 -2.01831 0.00 -0.02 0.01 0.378
H 2.20181 2.32915 0.74395 0.03 0.04 -0.01 0.291
H 2.16532 3.69470 -0.39433 0.12 -0.02 0.21 0.361
H -0.00220 3.25508 -0.89272 -0.02 -0.08 -0.12 0.215
H 0.34771 1.54230 -1.25217 0.02 0.07 -0.08 0.038
H 5.49932 4.16775 -0.30524 0.44 -0.03 0.23 0.298
H 4.38396 2.67322 2.07966 -0.09 -0.32 0.08 0.311
Br -0.94308 -3.94949 -3.69079 0.06 0.01 0.00 -0.121
C 0.63169 -3.93469 -2.55127 -0.05 -0.04 0.00 -0.633
C 0.59574 -2.80972 -1.55351 0.08 0.12 0.03 0.152
Br 0.96191 -1.09382 -2.39335 -0.18 -0.12 -0.13 -0.055
H 1.48976 -3.86882 -3.21280 0.02 -0.01 0.03 0.396
H 0.63626 -4.89126 -2.03340 -0.02 0.01 0.01 0.394
H 1.36858 -2.94293 -0.80034 0.00 0.03 -0.01 -0.504
H -0.36853 -2.71369 -1.06498 0.01 -0.02 0.02 0.495
Br -2.34802 -0.34378 3.36530 0.01 0.02 -0.02 -0.128
C -1.90676 1.05322 4.63961 -0.01 -0.04 -0.01 -0.526
C -2.95034 2.14130 4.66831 0.07 0.06 0.00 -0.600
Br -2.82812 3.27393 3.09305 -0.18 -0.06 0.13 -0.102
H -0.93152 1.43870 4.35492 0.00 0.01 0.03 0.211
H -1.84150 0.56642 5.60996 -0.01 0.00 0.00 0.400
H -2.78724 2.78995 5.52677 0.02 0.00 -0.01 0.332
H -3.96057 1.74499 4.69625 0.01 -0.02 0.02 0.393
Br -6.16073 -4.25441 -6.18681 -0.03 0.10 0.06 -0.116
C -4.43004 -4.00118 -7.02817 -0.01 -0.09 -0.03 -0.585
C -3.42820 -3.37952 -6.09117 -0.03 0.07 -0.01 -0.610
Br -3.75884 -1.48730 -5.81097 -0.01 -0.02 0.02 -0.116
H -4.60189 -3.39046 -7.90886 0.02 -0.01 -0.01 0.380
H -4.09933 -4.99340 -7.32795 0.00 0.00 0.01 0.367
H -2.42635 -3.44922 -6.50872 -0.01 -0.01 -0.01 0.410
H -3.45320 -3.84548 -5.11084 0.01 -0.02 -0.01 0.239
Br 1.43180 -3.33252 2.15374 0.01 -0.05 0.06 -0.084
C 3.30307 -3.42046 1.64456 -0.08 0.08 -0.03 0.182
C 3.85996 -4.81672 1.71963 0.04 0.00 0.06 -0.677
Br 4.18051 -5.37688 3.55206 -0.02 0.01 0.01 -0.171
H 3.82798 -2.73175 2.30238 0.00 0.00 -0.01 -0.116
H 3.35520 -3.05028 0.62302 0.02 -0.02 -0.01 -0.058
H 4.82659 -4.86195 1.22281 0.00 0.02 -0.01 0.410
H 3.18784 -5.54789 1.28097 0.01 0.00 -0.01 0.427
Br -0.50945 8.37465 1.12091 0.01 -0.01 -0.03 -0.151
C -2.25136 8.02044 0.33084 0.02 0.01 0.04 -0.551
C -2.90231 6.80650 0.93975 -0.01 -0.05 -0.03 -0.625
Br -2.08228 5.15349 0.33816 0.06 0.06 -0.01 -0.128
H -2.08866 7.90551 -0.73603 -0.02 0.01 0.00 0.360
H -2.85108 8.90768 0.51928 0.01 0.00 0.02 0.369
H -3.94835 6.74608 0.64845 0.01 0.02 -0.03 0.411
H -2.83057 6.81025 2.02408 -0.05 0.01 0.00 0.360
Br 4.08901 -0.28685 4.84252 -0.03 0.02 -0.05 -0.125
C 5.96035 -0.42890 4.34391 -0.02 0.00 0.00 -0.415
C 6.47428 -1.83775 4.49009 0.04 -0.02 0.03 -0.174
Br 6.76066 -2.32352 6.34872 -0.04 -0.01 -0.02 -0.147
H 6.50643 0.26880 4.97121 0.01 0.00 -0.01 0.453
H 6.01633 -0.10904 3.30665 0.00 -0.01 0.00 0.060
H 7.44280 -1.93570 4.00458 0.00 0.02 0.00 0.403
H 5.78483 -2.57358 4.08463 0.01 0.00 -0.01 -0.053
Br -7.00845 -7.53817 -8.20441 0.01 -0.02 -0.05 -0.115
C -8.12249 -7.58748 -6.61775 0.05 0.01 0.00 -0.509
C -9.49798 -8.13084 -6.90366 -0.03 0.03 -0.01 -0.591
Br -10.60637 -6.85338 -7.85762 0.01 -0.01 -0.02 -0.132
H -8.15382 -6.57158 -6.23586 0.00 -0.01 0.02 0.254
H -7.60530 -8.22882 -5.90771 -0.01 -0.01 -0.01 0.345
H -10.01738 -8.34118 -5.97159 0.01 0.01 0.00 0.349
H -9.46242 -9.02732 -7.51465 0.00 -0.02 0.03 0.375
Br 0.87475 4.34520 4.02342 0.05 -0.07 0.06 -0.094
C -0.42675 5.77280 4.20195 0.01 0.01 -0.10 0.096
C 0.21804 7.09525 4.51930 0.00 0.01 0.07 -0.712
Br 0.82049 7.19205 6.36477 0.02 -0.01 -0.02 -0.177
H -1.12732 5.46113 4.97019 -0.02 0.01 -0.02 0.417
H -0.93454 5.81779 3.24036 0.02 0.01 -0.01 -0.355
H -0.49980 7.90231 4.39380 -0.01 -0.01 0.00 0.405
H 1.08771 7.28320 3.89763 -0.02 0.01 -0.02 0.404
```
Forces are in eV/Å.